No. 1
Entry from OMol25: a gas-phase ion, O5S2 (charge -2) (ωB97M-V/def2-TZVPD).

Calculated values
- Total charge: -2
- Energy above the lowest of the compared OMol25 structures with the same formula, charge and spin: 19.74 kJ/mol
- Orbital gap: 6.0 eV

Cartesian coordinates (Å):
O (-2.287, -1.206, 0.293)
O (1.891, 1.080, 0.950)
O (-2.223, 1.036, -0.715)
O (2.512, -1.010, -0.149)
O (-0.073, -0.270, -0.383)
S (-1.566, 0.116, 0.280)
S (1.746, 0.254, -0.276)

***

No. 2
Entry from OMol25: 2 unconnected molecules or ions with the total composition O5S2 at a distorted geometry (ωB97M-V/def2-TZVPD).

Calculated values
- Energy above the lowest of the compared OMol25 structures with the same formula, charge and spin: 68.62 kJ/mol
- Orbital gap: 10.1 eV

Cartesian coordinates (Å):
O (0.892, -0.174, 0.700)
O (-1.374, 1.240, 0.605)
O (2.222, 0.822, -1.228)
O (-1.966, -1.182, 0.874)
O (0.425, -0.724, -1.569)
S (1.161, 0.034, -0.734)
S (-1.359, -0.016, 1.352)

***

No. 3
Entry from OMol25: a molecular structure, O8RbS2 at a distorted geometry (ωB97M-V/def2-TZVPD).

Calculated values
- Total charge: -3
- Energy above the lowest of the compared OMol25 structures with the same formula, charge and spin: 339.25 kJ/mol
- Orbital gap: 2.0 eV

Cartesian coordinates (Å):
Rb (2.103, -1.829, 1.011)
S (-2.630, -3.144, 0.821)
O (-2.047, -2.586, -0.369)
O (-3.237, -2.062, 1.619)
O (-3.604, -4.131, 0.416)
O (-1.685, -3.730, 1.729)
S (2.253, 3.495, -1.033)
O (1.592, 2.185, -0.821)
O (2.062, 3.877, -2.417)
O (1.517, 4.493, -0.288)
O (3.677, 3.433, -0.668)

***

No. 4
Entry from OMol25: OS in the gas phase (ωB97M-V/def2-TZVPD).

Calculated values
- Energy above the lowest of the compared OMol25 structures with the same formula, charge and spin: 0.70 kJ/mol
- Orbital gap: 6.4 eV
- SMILES string: O=S

Cartesian coordinates (Å):
O (-0.732, 0.008, -0.156)
S (0.732, -0.008, 0.156)

***

No. 5
Entry from OMol25: a molecular structure, PdS4Se4 (ωB97M-V/def2-TZVPD).

Calculated values
- Energy above the lowest of the compared OMol25 structures with the same formula, charge and spin: 8.76 kJ/mol
- 2S+1: 5
- Orbital gap (spin up / spin down): 7.1 / 5.9 eV
- Expectation value of S²: 6.030

Cartesian coordinates (Å):
Pd (0.005, -0.008, -0.007)
Se (-1.095, -2.011, -0.844)
Se (0.397, -3.156, -2.074)
Se (2.534, -1.922, -2.074)
Se (2.289, -0.057, -0.844)
S (-0.140, 0.242, 2.391)
S (-1.093, 1.894, 2.884)
S (-1.724, 2.986, 1.101)
S (-1.173, 2.032, -0.533)

***

No. 6
Entry from OMol25: S2 in the gas phase at a distorted geometry (ωB97M-V/def2-TZVPD).

Calculated values
- Energy above the lowest of the compared OMol25 structures with the same formula, charge and spin: 252.97 kJ/mol
- Orbital gap: 5.6 eV

Cartesian coordinates (Å):
S (0.000, 0.000, 1.232)
S (0.000, 0.000, -1.232)

***

No. 7
Entry from OMol25: S2 in the gas phase at a distorted geometry (ωB97M-V/def2-TZVPD).

Calculated values
- Energy above the lowest of the compared OMol25 structures with the same formula, charge and spin: 98.89 kJ/mol
- Orbital gap: 5.7 eV

Cartesian coordinates (Å):
S (0.000, 0.000, 1.094)
S (0.000, 0.000, -1.094)

***

No. 8
Entry from OMol25: a gas-phase ion, S2 (charge +1) at a distorted geometry (ωB97M-V/def2-TZVPD).

Calculated values
- Total charge: +1
- Energy above the lowest of the compared OMol25 structures with the same formula, charge and spin: 4.84 kJ/mol
- 2S+1: 2
- Orbital gap (spin up / spin down): 6.5 / 9.7 eV
- Expectation value of S²: 0.754

Cartesian coordinates (Å):
S (0.134, -0.919, 0.080)
S (-0.134, 0.919, -0.080)

***

The highest energy above the lowest of the compared OMol25 structures with the same formula, charge and spin belongs to which entry? O8RbS2

***

The lowest energy above the lowest of the compared OMol25 structures with the same formula, charge and spin belongs to which entry? OS

***

What is the energy above the lowest of the compared OMol25 structures with the same formula, charge and spin in the fourth record? 0.70 kJ/mol